Formula: C20H23N7O4
Source: OMol25
Level of theory: wB97M-V/def2-TZVPD

XYZ file:
```
54
Properties=species:S:1:pos:R:3:forces:R:3:lowdin_charge:R:1
C -5.343 0.785 -2.967 -0.264 -0.157 -0.089 -0.005
N -4.265 1.718 -2.731 -0.018 -0.044 0.010 0.008
C -4.295 2.975 -3.297 -0.036 -0.006 -0.021 -0.475
O -5.201 3.356 -4.003 -0.219 0.152 -0.197 0.073
N -3.213 3.785 -3.009 0.072 0.401 -0.139 0.207
C -2.086 3.533 -2.222 -0.045 -0.241 0.107 -0.409
O -1.214 4.374 -2.085 0.107 0.213 -0.024 0.051
C -2.156 2.222 -1.679 -0.781 -0.290 -0.293 -0.076
C -3.210 1.365 -1.947 1.255 0.579 0.444 -0.215
N -3.032 0.183 -1.329 -0.452 -0.073 -0.108 0.203
C -1.873 0.287 -0.675 -0.009 0.299 -0.307 -0.286
N -1.338 -0.777 -0.024 0.274 -0.162 -0.099 -0.041
C -2.155 -1.982 -0.031 -0.421 -0.223 -0.146 -0.163
C -3.187 -1.952 1.097 0.237 -0.120 0.028 -0.176
C -2.487 -1.776 2.442 -0.178 0.224 -0.046 -0.202
C -1.584 -0.544 2.405 0.146 -0.279 -0.054 -0.167
C -0.612 -0.651 1.228 -0.009 0.376 0.424 -0.157
N -1.295 1.511 -0.848 -0.321 -0.151 0.050 0.062
C -0.002 2.039 -0.469 0.399 0.158 0.234 -0.100
C 1.110 1.200 -1.006 0.187 -0.167 -0.138 -0.117
N 1.969 0.708 -0.214 -0.405 0.418 0.468 0.037
N 2.974 -0.032 -0.670 0.198 -0.282 -1.179 0.005
C 3.931 -0.551 0.168 0.225 -0.104 0.483 -0.236
C 4.981 -1.301 -0.370 -0.146 0.093 -0.023 -0.019
C 5.948 -1.823 0.458 0.023 0.023 0.304 -0.008
C 5.890 -1.610 1.836 -0.193 0.117 -0.066 -0.151
C 6.951 -2.181 2.682 0.499 -0.333 -0.023 -0.496
O 7.879 -2.837 2.275 -0.064 0.041 -0.022 0.098
O 6.802 -1.905 3.991 -0.233 0.204 0.376 0.099
C 4.840 -0.862 2.371 0.258 -0.188 -0.146 -0.009
C 3.869 -0.339 1.548 -0.168 0.093 -0.123 -0.016
H -4.955 -0.110 -3.453 -0.054 -0.001 0.005 0.095
H -5.799 0.501 -2.019 -0.024 -0.022 -0.040 0.095
H -6.073 1.277 -3.607 0.073 -0.080 0.077 0.089
H -3.252 4.702 -3.439 -0.013 -0.176 0.068 0.168
H -2.651 -2.051 -0.998 0.114 -0.138 0.089 0.112
H -1.479 -2.832 0.097 -0.008 0.010 -0.027 0.127
H -3.767 -2.875 1.087 -0.072 -0.014 -0.037 0.112
H -3.867 -1.118 0.917 -0.083 -0.008 -0.020 0.108
H -3.225 -1.677 3.240 0.029 -0.075 0.046 0.109
H -1.880 -2.659 2.655 0.021 -0.061 0.065 0.113
H -1.023 -0.454 3.336 0.016 0.079 0.032 0.113
H -2.195 0.355 2.285 0.007 0.095 0.032 0.118
H 0.065 0.197 1.199 0.025 -0.125 0.009 0.079
H -0.006 -1.557 1.334 0.061 0.105 -0.011 0.131
H 0.087 2.137 0.617 0.033 0.006 -0.136 0.128
H 0.049 3.042 -0.910 -0.043 -0.170 0.156 0.118
H 1.132 1.038 -2.088 0.071 -0.061 -0.007 0.134
H 3.064 -0.205 -1.672 -0.068 0.104 0.346 0.155
H 5.029 -1.465 -1.437 0.019 -0.026 -0.116 0.109
H 6.766 -2.402 0.060 0.059 -0.045 -0.045 0.122
H 7.533 -2.305 4.487 -0.020 -0.034 -0.312 0.130
H 4.797 -0.698 3.436 -0.030 0.032 0.075 0.117
H 3.054 0.244 1.946 -0.030 0.034 0.066 0.099
```
Forces are in eV/Å.

For the HOMO-LUMO gap, the calculation gives 8.25 eV. The largest force on an atom is 1.5 eV/A. Its SMILES is Cn1c(=O)[nH]c(=O)c2c1nc(N1CCCCC1)n2C/C=N/Nc1ccc(C(=O)O)cc1. The charge is 0.

***

Formula: C40H43BiCl2N6O2S2Te
Source: OMol25
Level of theory: wB97M-V/def2-TZVPD

XYZ file:
```
97
Properties=species:S:1:pos:R:3:forces:R:3:lowdin_charge:R:1
Bi 0.657 0.313 0.756 -0.060 0.277 0.254 1.765
S 1.739 3.389 -4.349 -0.087 0.148 0.132 1.086
C 2.363 4.015 -5.805 -0.004 0.042 -0.012 -0.369
C 2.852 3.033 -6.609 0.000 -0.155 0.034 -0.149
C 2.717 1.745 -6.026 0.114 0.011 -0.237 -0.100
C 2.131 1.774 -4.793 -0.057 -0.232 0.211 -0.479
C 1.828 0.641 -3.907 0.021 0.348 -0.104 -0.169
C 1.361 0.862 -2.598 0.003 -0.037 0.165 -0.109
N 1.037 -0.098 -1.753 0.126 -0.076 -0.159 -0.023
C 1.160 -1.388 -2.149 -0.133 0.082 0.270 -0.165
C 1.643 -1.719 -3.415 0.076 -0.129 -0.205 -0.115
C 1.771 -3.108 -3.782 0.005 0.153 -0.044 0.009
C 1.413 -4.084 -2.929 -0.045 -0.051 0.133 0.008
C 0.882 -3.769 -1.626 0.033 -0.192 -0.123 -0.118
C 0.467 -4.757 -0.722 0.075 -0.175 -0.174 0.080
C -0.068 -4.417 0.501 -0.159 -0.149 0.247 -0.176
C -0.166 -3.045 0.778 -0.075 0.184 0.043 -0.125
N 0.234 -2.091 -0.039 0.191 -0.129 -0.090 -0.011
C 0.757 -2.433 -1.240 -0.048 0.244 0.081 -0.168
C -0.521 -5.414 1.485 0.104 0.220 -0.206 -0.487
C -0.466 -6.773 1.391 -0.018 -0.251 0.005 -0.100
C -0.977 -7.436 2.541 0.062 0.041 -0.122 -0.149
C -1.408 -6.563 3.489 -0.034 -0.031 0.030 -0.385
S -1.203 -4.943 2.994 -0.044 0.141 0.133 1.036
C 1.972 -0.673 -4.290 0.055 -0.216 -0.153 0.080
H 2.331 5.078 -5.992 0.003 -0.037 0.011 0.081
H 3.293 3.218 -7.577 -0.011 -0.017 0.023 0.116
H 3.051 0.838 -6.513 -0.002 0.052 0.013 0.117
H 1.256 1.876 -2.225 0.016 0.006 0.014 0.061
H 2.155 -3.351 -4.765 -0.003 0.028 0.021 0.130
H 1.509 -5.125 -3.211 -0.009 0.016 0.023 0.129
H 0.564 -5.798 -1.007 0.006 0.046 0.000 0.134
H -0.604 -2.710 1.714 0.050 -0.010 -0.012 0.075
H -0.076 -7.302 0.532 -0.012 0.010 0.049 0.117
H -1.017 -8.509 2.656 0.005 0.037 -0.014 0.117
H -1.838 -6.783 4.454 0.016 0.008 -0.033 0.079
H 2.331 -0.917 -5.283 -0.020 -0.004 0.037 0.134
N 3.299 -0.276 0.608 -0.177 -0.077 0.111 -0.052
C 3.825 -1.617 0.980 -0.049 0.060 -0.107 -0.239
C 3.825 -1.868 2.476 0.061 0.006 0.095 -0.183
C 2.438 -1.911 3.127 -0.115 -0.061 -0.071 -0.178
C 1.957 -0.571 3.695 -0.006 0.080 -0.006 -0.242
N 0.570 -0.228 3.289 0.238 -0.024 -0.079 -0.079
H 3.547 -0.086 -0.359 -0.031 0.044 -0.001 0.082
H 3.765 0.444 1.160 0.025 0.039 0.002 0.017
H 4.842 -1.737 0.600 0.025 0.027 -0.011 0.123
H 3.205 -2.370 0.485 -0.015 0.017 -0.028 0.105
H 4.453 -1.121 2.974 -0.016 -0.033 0.009 0.124
H 4.327 -2.824 2.625 0.000 -0.005 0.021 0.122
H 2.442 -2.653 3.926 -0.021 -0.011 -0.004 0.118
H 1.712 -2.281 2.390 0.069 0.052 0.060 0.077
H 2.595 0.244 3.347 0.001 0.009 -0.025 0.086
H 2.039 -0.568 4.782 0.019 0.027 0.041 0.131
H 0.354 0.686 3.704 -0.054 0.007 -0.028 0.059
H -0.086 -0.905 3.667 -0.001 -0.026 -0.036 0.093
N -1.765 -0.101 1.040 0.078 -0.055 0.057 0.009
C -2.675 -0.391 1.706 -0.332 -0.076 0.196 -0.238
N -3.690 -0.708 2.449 0.112 0.074 -0.047 -0.065
C -4.356 -2.031 2.327 0.091 0.194 0.033 -0.120
C -5.758 -1.848 1.771 0.000 0.024 -0.026 -0.170
C -6.545 -0.840 2.608 0.001 -0.010 0.036 -0.186
C -5.818 0.502 2.680 0.010 -0.001 -0.036 -0.169
C -4.415 0.329 3.235 0.073 -0.181 -0.127 -0.110
H -4.389 -2.460 3.330 0.001 -0.023 0.016 0.132
H -3.737 -2.673 1.702 0.022 -0.001 -0.029 0.119
H -6.256 -2.819 1.756 -0.017 0.022 0.007 0.124
H -5.691 -1.501 0.736 -0.006 -0.022 0.007 0.123
H -6.681 -1.235 3.620 -0.013 0.008 -0.019 0.123
H -7.540 -0.703 2.187 -0.008 0.000 0.000 0.120
H -6.358 1.207 3.315 -0.013 -0.022 -0.008 0.124
H -5.757 0.947 1.682 -0.008 0.008 0.022 0.122
H -4.442 -0.025 4.267 -0.006 0.001 0.025 0.134
H -3.834 1.249 3.205 0.021 0.020 -0.023 0.130
C -1.460 3.060 -2.147 0.041 -0.016 -0.043 -0.390
Te -0.828 2.859 -0.124 -0.308 0.034 0.168 1.392
C 0.599 4.338 -0.652 0.075 -0.049 -0.074 -0.390
C -0.108 5.123 -1.726 -0.003 0.044 0.038 -0.321
C 0.219 6.448 -1.987 0.025 -0.010 -0.077 -0.026
C -0.450 7.145 -2.984 -0.011 -0.018 0.002 -0.059
C -1.455 6.523 -3.713 0.003 0.009 0.009 -0.060
C -1.794 5.204 -3.447 0.069 0.003 -0.048 -0.032
C -1.118 4.498 -2.459 -0.105 0.037 -0.057 -0.329
H -2.521 2.841 -2.230 -0.017 0.058 -0.011 0.065
H -0.908 2.353 -2.767 -0.048 0.023 -0.071 0.039
H 1.498 3.840 -1.016 0.076 0.060 0.011 0.058
H 0.860 4.905 0.238 -0.092 0.007 -0.132 0.009
H 0.995 6.937 -1.410 -0.020 -0.010 -0.003 0.122
H -0.199 8.180 -3.178 -0.004 -0.021 -0.001 0.113
H -1.989 7.071 -4.478 0.011 -0.002 0.012 0.113
H -2.586 4.724 -4.010 0.016 0.013 0.025 0.121
Cl 2.537 5.192 2.248 0.068 0.117 0.012 0.675
C 2.868 3.634 3.000 0.145 0.077 -0.052 -0.967
Cl 4.253 2.821 2.206 -0.187 -0.039 0.023 0.618
C 1.608 2.766 2.971 -0.003 -0.076 0.365 -0.767
O 1.090 2.513 4.048 -0.035 -0.173 -0.203 0.054
O 1.199 2.382 1.813 0.206 -0.374 -0.216 -0.434
H 3.162 3.812 4.025 0.000 0.008 0.054 0.071
```
Forces are in eV/Å.

For the HOMO-LUMO gap, the calculation gives 7.07 eV. The largest force on an atom is 0.5 eV/A. The charge is +2.

***

Formula: C6H16AgO4S2
Source: OMol25
Level of theory: wB97M-V/def2-TZVPD

XYZ file:
```
29
Properties=species:S:1:pos:R:3:forces:R:3:lowdin_charge:R:1
Ag -0.359 0.207 0.066 0.434 -0.850 -0.185 0.711
O -2.475 -0.698 -0.912 1.325 -1.596 0.215 -0.101
C -2.103 -2.067 -0.985 0.347 1.221 -1.243 -0.270
C -0.559 -2.515 -1.304 2.170 0.514 1.417 -0.372
O 0.591 -2.009 -0.593 -3.160 0.673 -0.410 -0.402
H -2.694 -2.491 -1.796 -0.189 -0.409 -0.035 0.089
H -2.437 -2.527 -0.055 0.246 0.006 0.427 0.109
H -0.346 -2.467 -2.371 -0.599 0.823 -0.505 0.077
H -0.565 -3.598 -1.178 -0.587 -0.457 0.466 0.077
C 1.613 1.755 -2.986 -0.239 -0.132 0.150 -0.241
S 0.360 2.884 -2.194 1.307 -0.687 1.487 0.891
O 0.030 2.335 -0.794 0.420 0.540 -1.744 -0.643
C 1.504 4.290 -1.859 -1.058 -0.428 -0.193 -0.249
H 1.108 0.977 -3.559 -0.259 0.075 0.213 0.044
H 2.222 1.271 -2.223 -0.213 0.132 0.268 0.058
H 2.290 2.257 -3.677 -0.244 0.466 0.085 0.048
H 0.925 4.881 -1.150 0.076 0.197 -0.146 0.045
H 1.563 4.784 -2.829 0.325 0.254 0.168 0.045
H 2.468 4.052 -1.409 -0.128 -0.375 -0.261 0.062
C 0.998 -1.389 3.121 0.054 0.936 0.416 -0.233
S -0.230 -0.006 3.576 0.100 -2.391 -2.267 0.894
O -0.426 0.865 2.347 0.260 -0.374 1.046 -0.640
C -1.557 -1.281 3.452 -0.927 0.846 -0.177 -0.271
H 1.967 -0.936 2.910 -0.048 -0.014 0.134 0.046
H 0.689 -1.994 2.268 -0.326 0.488 -0.268 0.035
H 1.056 -2.055 3.982 0.103 0.205 0.204 0.044
H -1.630 -1.774 2.483 0.988 -0.007 -0.158 0.042
H -2.493 -0.723 3.423 -0.139 0.066 0.802 0.046
H -1.507 -2.027 4.246 -0.038 0.278 0.094 0.056
```
Forces are in eV/Å.

For the HOMO-LUMO gap (spin up / spin down), the calculation gives 7.77 / 5.83 eV. Its expectation value of S² is 0.756. The largest force on an atom is 3.3 eV/A. As for the spin multiplicity: 2. The charge is 0.

***

Formula: C14H24F12O14S2Zr
Source: OMol25
Level of theory: wB97M-V/def2-TZVPD

XYZ file:
```
67
Properties=species:S:1:pos:R:3:forces:R:3:lowdin_charge:R:1
Zr 0.831 5.738 16.985 0.240 -0.170 1.550 1.928
C 3.921 4.525 16.914 -0.434 -0.016 -0.220 -0.333
O 3.835 3.271 17.503 -0.752 0.288 0.731 -0.063
O 2.634 5.009 16.755 0.179 0.198 -0.493 -0.276
C 4.628 5.506 17.864 -0.931 1.158 -0.208 -0.591
F 5.753 4.996 18.273 1.381 -0.624 0.671 0.195
F 4.908 6.706 17.308 -0.015 -0.268 -0.635 0.141
F 3.856 5.812 18.914 -0.005 -0.538 0.294 0.155
C 4.818 2.300 17.319 1.408 -1.455 0.457 -0.261
C 4.228 0.939 17.840 0.346 0.519 -3.353 -0.042
H 5.024 0.179 17.916 -0.443 0.367 0.143 0.078
H 3.689 1.090 18.734 -0.360 0.116 1.180 0.051
H 3.492 0.615 17.033 0.797 0.126 1.145 0.094
H 5.802 2.497 17.794 -0.763 0.351 0.640 0.117
H 5.176 2.251 16.290 -0.698 -0.220 -0.568 0.116
H 4.488 4.416 15.968 -0.280 0.475 0.159 0.180
C 0.312 8.473 15.252 -1.940 0.910 0.291 -0.338
O 0.864 9.700 15.589 -0.893 -0.360 1.595 -0.053
O 0.563 7.417 16.120 0.509 0.617 -0.561 -0.279
C -1.238 8.727 15.234 0.801 -0.613 -2.710 -0.549
F -1.940 7.581 15.076 0.458 0.294 0.227 0.142
F -1.655 9.340 16.276 -0.737 0.911 1.470 0.229
F -1.526 9.489 14.102 0.265 -0.531 1.129 0.098
C 2.256 9.684 15.371 0.878 -1.066 -0.048 -0.240
C 3.039 10.727 16.164 -1.004 0.365 -1.091 -0.039
H 3.131 10.460 17.207 0.053 -0.135 0.172 0.074
H 4.008 10.936 15.708 0.014 -0.321 0.101 0.080
H 2.467 11.640 16.078 -0.042 0.494 0.255 0.075
H 2.261 9.729 14.281 1.248 0.328 -0.144 0.131
H 2.627 8.706 15.708 0.106 -0.002 -0.380 0.113
H 0.565 8.268 14.226 0.444 -0.786 -0.532 0.156
C 0.169 7.275 21.293 0.348 -0.156 0.540 -0.609
F 1.392 7.144 21.852 -0.829 -0.235 -0.601 0.133
F -0.486 6.091 21.309 0.642 0.219 -0.334 0.116
F -0.538 8.073 22.080 0.020 0.505 -0.420 0.155
S 0.371 7.889 19.522 -0.063 -0.963 0.144 0.582
O 1.199 9.035 19.563 0.045 0.261 0.121 -0.211
O 1.018 6.665 18.943 0.678 0.166 -0.022 -0.435
O -0.958 7.977 18.953 -0.316 0.339 0.559 -0.270
C 0.411 3.072 13.497 -1.364 -1.046 -0.580 -0.630
F -0.168 3.649 12.426 0.281 -0.532 0.622 0.125
F 0.475 1.732 13.322 -0.152 0.899 -0.349 0.130
F 1.629 3.531 13.608 0.637 0.425 0.207 0.177
S -0.537 3.297 15.085 0.182 -0.193 0.127 0.582
O 0.118 2.315 15.880 1.317 -0.944 0.850 -0.282
O -0.052 4.670 15.472 -0.958 -0.254 -0.849 -0.436
O -1.946 3.092 15.026 0.057 1.008 -0.923 -0.211
C -1.221 6.858 11.396 0.689 -1.160 1.697 -0.162
C 0.028 6.225 10.705 -1.510 -0.542 0.183 -0.235
O 1.223 6.346 11.453 -0.217 0.752 -0.757 -0.047
O -1.873 5.908 12.344 0.711 0.875 -1.311 -0.105
H -1.960 7.257 10.732 -0.360 0.064 -0.682 0.103
H -0.883 7.666 12.046 -0.020 0.061 -0.106 0.100
H 0.166 6.644 9.707 0.197 0.065 0.146 0.117
H -0.218 5.143 10.620 0.166 0.584 -0.426 0.109
H 1.107 5.721 12.147 0.216 -0.650 1.041 0.038
H -2.300 5.234 11.796 0.059 0.127 0.211 0.076
C -1.695 4.444 18.760 -0.920 -1.208 -1.118 -0.139
C -0.816 3.225 18.469 -0.551 0.680 0.099 -0.147
O 0.480 3.783 18.150 -0.205 -0.850 0.810 -0.159
O -1.189 5.578 18.026 -0.801 -0.193 0.401 -0.189
H -1.828 4.672 19.808 0.294 0.174 0.163 0.118
H -2.659 4.089 18.340 0.079 0.946 0.321 0.141
H -1.143 2.675 17.567 -0.089 0.459 0.656 0.101
H -0.837 2.488 19.301 0.520 0.686 -0.262 0.148
H 0.784 3.064 17.605 1.401 -0.573 -0.849 0.063
H -1.342 6.415 18.553 -0.017 -0.205 -0.574 0.062
```
Forces are in eV/Å.

For the HOMO-LUMO gap, the calculation gives 10.57 eV. The largest force on an atom is 3.4 eV/A. The charge is 0.